C36H95N13O13 | ωB97M-V/def2-TZVPD

Structure (XYZ):
```
157
Properties=species:S:1:pos:R:3:forces:R:3
O 3.564 0.227 0.072 0.771 -0.193 -0.159
C 4.756 0.126 -0.199 1.685 0.269 -0.672
N 5.672 -0.667 0.481 -1.015 0.496 1.929
C 5.443 0.870 -1.377 -1.590 0.459 0.706
H 6.662 -0.403 0.484 -0.786 -0.079 -0.521
H 5.386 -0.910 1.463 0.152 -0.173 -1.206
H 4.912 1.841 -1.549 0.556 -0.771 0.091
H 5.356 0.279 -2.296 0.269 0.038 0.240
H 6.470 1.063 -1.080 0.127 0.005 -0.447
O -4.396 1.360 -2.149 1.608 1.324 -0.133
C -4.780 0.215 -2.174 -2.346 0.481 0.478
N -4.083 -0.860 -1.879 2.504 -0.470 0.548
C -6.231 -0.019 -2.460 -0.893 -1.767 -0.583
H -3.174 -0.752 -1.407 -0.095 -0.021 -0.392
H -4.590 -1.645 -1.575 -0.627 -1.104 0.082
H -6.303 -0.508 -3.493 -0.304 0.838 1.375
H -6.740 0.928 -2.365 -0.154 0.182 -0.517
H -6.722 -0.703 -1.703 0.677 0.453 -0.868
O 2.650 -3.887 -2.930 0.030 0.552 0.162
C 2.885 -2.725 -3.217 0.737 0.241 -0.478
N 3.046 -1.714 -2.320 -0.171 -1.864 0.654
C 3.215 -2.281 -4.620 -2.515 0.092 -1.027
H 2.926 -1.910 -1.348 -0.176 -0.175 0.654
H 3.021 -0.772 -2.565 -0.022 1.419 -0.680
H 4.250 -2.125 -4.729 1.295 0.214 -0.119
H 2.652 -1.355 -4.903 0.614 -0.506 0.451
H 2.859 -3.027 -5.348 0.334 0.058 0.394
O -1.369 -0.871 -0.480 0.822 1.614 -0.427
C -0.495 -0.008 -0.737 0.817 -0.928 -0.637
N 0.785 -0.132 -0.285 -1.567 0.067 0.202
C -0.631 1.146 -1.760 -2.094 -0.652 -0.428
H 1.477 0.591 -0.437 -0.076 -0.436 0.037
H 0.995 -0.926 0.320 0.371 0.205 -0.255
H -0.240 0.846 -2.764 0.176 0.188 1.022
H -0.257 2.093 -1.398 0.651 0.058 0.025
H -1.710 1.360 -1.960 0.570 -0.387 0.315
O -4.764 2.137 2.721 -0.668 0.880 1.379
C -4.445 1.725 1.639 0.643 -0.311 0.173
N -3.684 2.464 0.802 0.330 1.091 -1.128
C -4.763 0.325 1.277 0.671 -1.254 -0.887
H -3.571 2.225 -0.177 -0.239 -0.290 0.155
H -3.684 3.472 0.971 0.033 -0.637 0.172
H -5.682 0.286 0.713 -0.495 0.058 -0.190
H -4.892 -0.270 2.186 0.077 0.211 -0.178
H -3.988 -0.127 0.621 -0.341 0.271 0.545
O 5.026 -1.374 3.534 -2.336 0.988 -0.406
C 4.055 -0.594 3.752 1.549 0.291 -0.254
N 2.926 -0.424 3.001 1.712 -0.397 1.014
C 4.119 0.321 4.983 -0.084 -0.145 -0.106
H 2.819 -0.755 2.062 0.257 -0.541 -0.566
H 2.346 0.328 3.283 -0.697 0.519 0.306
H 3.088 0.376 5.322 -0.053 -0.082 0.697
H 4.391 1.395 4.819 0.135 -1.076 -0.373
H 4.812 -0.159 5.702 -0.587 0.496 -0.283
O 2.395 -2.345 0.876 -0.156 -0.616 1.207
C 2.062 -3.227 1.706 0.869 1.139 -1.851
N 2.890 -3.585 2.726 -1.192 -0.278 -0.701
C 0.707 -3.860 1.502 -0.084 0.098 0.810
H 3.815 -3.187 2.863 -0.217 0.170 -0.232
H 2.634 -4.420 3.215 0.150 -0.071 0.361
H 0.616 -4.762 2.136 -0.443 0.313 -0.641
H 0.400 -3.935 0.443 0.950 -0.802 0.303
H -0.031 -3.102 1.783 0.073 -0.071 0.784
O 4.596 3.721 -2.890 -0.103 -0.678 0.746
C 3.429 3.696 -3.235 -0.357 0.354 -0.154
N 3.075 4.385 -4.340 -1.465 0.200 -1.267
C 2.227 3.064 -2.519 0.393 -0.265 0.463
H 2.118 4.338 -4.740 1.169 0.088 0.525
H 3.815 4.837 -4.867 -0.320 -0.181 0.197
H 2.498 2.295 -1.780 0.279 -0.345 -0.800
H 1.414 2.769 -3.205 0.514 0.010 0.330
H 1.831 3.785 -1.819 -0.321 0.804 -0.201
C -5.633 -3.711 6.235 0.008 -0.105 0.274
C -4.580 -4.259 5.256 1.946 1.155 -0.318
C -4.211 -3.225 4.127 -2.786 0.465 0.234
O -3.186 -3.641 3.268 -0.272 -0.261 -0.777
C -3.394 -3.362 1.850 1.894 0.100 1.084
N -3.344 -4.579 6.051 0.216 0.908 -0.271
H -5.537 -4.370 7.126 -0.267 0.638 -0.391
H -6.648 -3.818 5.835 0.177 0.051 0.036
H -5.515 -2.629 6.548 0.239 -1.219 -0.442
H -4.912 -5.169 4.742 -0.046 0.054 0.376
H -4.025 -2.224 4.590 0.306 -0.660 -0.213
H -5.190 -3.083 3.560 1.015 -0.091 0.253
H -2.422 -3.698 1.395 -1.153 0.326 0.116
H -3.505 -2.282 1.695 0.013 -0.154 -0.016
H -4.239 -3.886 1.428 -0.286 -0.350 0.059
H -2.619 -4.947 5.431 -0.466 -0.285 -0.034
H -2.908 -3.665 6.310 -0.687 -0.778 0.018
C 4.986 4.752 0.052 -0.535 -0.840 2.129
C 3.517 4.620 0.585 1.181 0.182 0.910
C 3.613 3.742 1.846 1.834 1.728 0.038
O 2.379 3.466 2.384 -0.595 -1.020 0.445
C 1.702 2.447 1.631 0.547 -0.172 1.423
N 2.891 5.945 0.912 0.873 -1.305 -1.643
H 5.115 5.376 -0.780 -0.016 0.674 -1.274
H 5.527 3.788 -0.082 -0.840 0.434 -0.306
H 5.539 5.192 0.894 0.006 0.279 -0.108
H 2.862 4.062 -0.051 -0.262 0.035 -0.938
H 4.220 4.353 2.574 -0.695 -0.619 -0.265
H 4.208 2.848 1.640 -0.147 -0.335 -0.071
H 0.960 2.051 2.305 -0.246 -0.448 0.338
H 2.378 1.628 1.285 -0.446 0.893 0.085
H 1.139 2.937 0.886 -0.471 0.238 -1.546
H 3.589 6.511 1.346 0.371 0.470 0.410
H 2.145 5.796 1.552 -0.581 -0.106 0.614
C -1.357 -0.885 3.349 -0.689 -0.210 0.953
C -0.458 -1.399 4.455 1.151 -0.290 -0.712
C -0.267 -0.260 5.466 0.013 -1.292 1.324
O 0.525 0.760 4.899 0.183 -0.301 0.548
C 0.559 1.894 5.752 0.482 0.259 -0.792
N -1.020 -2.584 5.090 -0.599 0.931 0.444
H -1.201 0.152 3.149 0.282 0.831 -0.022
H -2.397 -1.002 3.687 0.198 0.041 -0.184
H -1.229 -1.384 2.429 0.052 -0.816 -1.113
H 0.585 -1.628 4.071 -0.905 0.367 0.047
H 0.254 -0.683 6.400 -0.672 0.610 -0.991
H -1.275 0.112 5.766 0.552 -0.033 -0.068
H -0.436 2.305 5.765 -0.400 0.523 0.270
H 1.269 2.583 5.306 -0.155 0.277 -0.248
H 0.929 1.749 6.766 -0.151 -0.696 0.181
H -1.478 -3.350 4.615 0.305 0.653 -0.709
H -0.458 -2.893 5.838 0.666 -0.549 0.799
C -1.982 -4.748 -2.885 -0.165 -1.537 1.606
C -0.684 -4.056 -3.134 -0.131 1.502 0.628
C -1.098 -2.835 -3.994 1.704 -0.346 1.913
O -0.043 -1.919 -4.191 0.428 0.011 0.127
C -0.322 -1.081 -5.292 0.200 0.756 0.790
N -0.062 -3.781 -1.796 0.029 0.773 -0.951
H -2.746 -4.127 -2.418 0.090 0.335 0.014
H -1.772 -5.552 -2.161 -0.204 0.148 -0.202
H -2.428 -5.223 -3.728 -0.244 -0.201 -0.951
H -0.020 -4.685 -3.685 0.604 -0.438 -0.300
H -1.883 -2.390 -3.429 -0.877 0.972 0.467
H -1.531 -3.180 -4.893 -0.287 -0.458 -1.485
H -0.419 -1.762 -6.140 0.216 0.715 -0.639
H 0.437 -0.233 -5.351 -0.529 -1.523 -0.271
H -1.264 -0.557 -5.095 -0.107 -0.180 -0.312
H -0.611 -3.058 -1.327 -0.098 -0.034 -0.113
H 0.879 -3.365 -1.903 -0.670 -0.562 -0.127
C -1.035 2.597 -6.773 0.122 -0.915 -0.207
C -1.402 2.190 -5.343 0.273 0.971 -0.887
C -1.720 3.457 -4.611 -0.469 1.526 -0.805
O -0.544 4.237 -4.484 0.320 -0.317 0.127
C -0.728 5.383 -3.725 0.713 1.509 0.671
N -2.611 1.439 -5.301 -0.555 -0.206 0.680
H -1.959 2.944 -7.258 0.412 0.498 0.130
H -0.715 1.741 -7.408 0.122 0.380 0.559
H -0.218 3.339 -6.686 -0.629 -0.250 -0.531
H -0.512 1.767 -4.872 0.076 -0.469 0.177
H -2.185 3.234 -3.659 -0.061 0.068 0.552
H -2.446 4.066 -5.233 0.383 -0.730 0.688
H -1.554 6.041 -4.037 -0.120 -0.523 -0.010
H 0.158 6.024 -3.745 0.226 -0.185 -0.747
H -0.746 5.213 -2.652 -0.794 -0.569 0.363
H -2.716 0.766 -6.034 -0.010 -0.472 0.005
H -2.830 1.101 -4.360 -0.083 -0.098 -0.678
```
Positions in Å, forces in eV/Å.

The frontier orbital gap is 0.3406 Eh. Its calculated total energy is -3118.6796 a.u. The total charge is 0.

=====

C2HFNO4 | ωB97M-V/def2-TZVPD

Structure (XYZ):
```
9
Properties=species:S:1:pos:R:3:forces:R:3
C -1.576 1.082 -0.063 0.535 0.994 -0.782
C 0.219 0.345 -0.108 -2.844 1.502 4.417
N 1.133 1.270 -0.529 2.825 2.470 1.599
O -1.366 2.262 -0.137 -0.492 -0.133 0.066
O -2.399 0.229 0.051 -0.105 -0.599 0.055
O 1.572 1.096 -1.675 -0.392 0.307 0.195
O 1.532 2.185 0.248 -0.934 -1.626 -1.951
F 0.066 0.414 1.502 1.069 -0.551 -3.343
H 0.556 -0.587 -0.370 0.339 -2.365 -0.255
```
Positions in Å, forces in eV/Å.

As for the energy relative to the best compared isomer or geometry (same formula, charge and spin): 55.7 kJ/mol. The frontier orbital gap is 0.3296 Eh. Its calculated total energy is -532.3291 a.u. The total charge is -1.

=====

C15H17ClNS | ωB97M-V/def2-TZVPD

Structure (XYZ):
```
35
Properties=species:S:1:pos:R:3:forces:R:3
C 0.444 1.252 2.092 0.379 0.323 -0.325
S 0.351 -0.358 1.237 -1.225 -0.246 1.356
C 1.126 -1.300 2.610 0.404 -0.180 -0.339
C -1.551 -0.916 1.581 1.324 0.511 0.958
C -2.322 0.313 1.756 -1.053 2.521 1.157
N -2.876 1.322 1.991 1.506 -2.647 -0.800
H -0.398 1.884 1.804 0.130 -0.140 -0.036
H 0.492 1.113 3.177 -0.236 -0.032 -0.361
H 1.382 1.705 1.748 -0.241 -0.067 0.052
H 0.811 -2.348 2.567 0.100 0.246 -0.110
H 2.208 -1.232 2.426 -0.306 -0.103 0.120
H 0.892 -0.858 3.588 -0.124 -0.139 -0.476
H -1.382 -1.456 2.530 -0.391 0.467 -0.229
Cl -7.212 -2.846 3.663 -0.338 -0.067 0.201
C -5.825 -2.622 2.692 0.791 0.078 -0.415
C -5.773 -1.558 1.787 0.287 -0.162 0.073
C -4.606 -1.343 1.054 -0.262 -0.095 0.052
C -3.507 -2.192 1.204 0.124 -0.088 -0.184
C -2.156 -1.835 0.554 -0.052 -0.653 -0.997
C -1.245 -3.056 0.196 -0.520 -0.314 -0.124
C -0.568 -2.739 -1.159 0.008 -0.048 0.430
C -1.423 -1.619 -1.695 -0.318 0.316 0.235
C -2.275 -1.125 -0.779 0.570 -0.251 -0.767
C -3.596 -3.295 2.054 -0.151 0.209 0.261
C -4.740 -3.496 2.826 0.034 0.200 -0.307
H -6.621 -0.885 1.693 0.134 -0.166 -0.023
H -4.566 -0.499 0.361 -0.092 -0.287 0.346
H -0.560 -3.379 0.994 -0.148 0.181 -0.188
H -1.921 -3.899 -0.002 0.152 0.188 0.287
H 0.481 -2.431 -1.035 -0.191 0.029 -0.166
H -0.560 -3.633 -1.801 0.012 0.355 0.102
H -1.306 -1.292 -2.733 -0.209 0.091 0.449
H -2.970 -0.294 -0.900 0.282 -0.241 -0.241
H -2.754 -3.986 2.132 -0.279 0.181 0.123
H -4.781 -4.313 3.536 -0.101 0.028 -0.113
```
Positions in Å, forces in eV/Å.

As for the energy relative to the best compared isomer or geometry (same formula, charge and spin): 218.3 kJ/mol. The frontier orbital gap is 0.2910 Eh. Its calculated total energy is -1494.6094 a.u. The total charge is +1.

=====

Looking at LUMO level for the records above, in order, we have 0.4299, 3.9364, -3.9131 eV.